Here is 16 unconnected molecules or ions with the total composition C86H220N16O27 from OMol25. Energies are from ωB97M-V/def2-TZVPD.

The geometry in XYZ format:
```
349
Properties=species:S:1:pos:R:3:forces:R:3
C -4.4146 -3.6614 5.4641 0.0 -0.3 -1.7
C -3.5024 -2.5760 5.9702 -1.6 -0.2 1.2
C -3.6998 -1.1919 5.3130 0.6 -1.5 1.1
O -3.2655 -1.4539 4.0287 0.4 -0.3 -0.6
C -3.6379 -0.5692 3.0097 0.5 -0.4 -0.3
N -3.8348 -2.5477 7.3989 1.2 0.5 1.0
H -4.2992 -4.6388 5.9327 0.5 0.1 0.3
H -4.2343 -3.8227 4.4013 -0.7 0.0 -0.2
H -5.4449 -3.3806 5.6827 -0.2 0.1 -0.4
H -2.4594 -2.8576 5.8255 0.1 0.1 0.1
H -3.0304 -0.5235 5.8546 0.1 0.5 0.0
H -4.7153 -0.8071 5.4063 -0.3 -0.1 -0.3
H -4.7122 -0.6604 2.8498 0.0 0.7 -0.1
H -3.0980 -0.9413 2.1390 -0.2 0.0 -0.3
H -3.2089 0.4144 3.2009 -0.6 0.5 0.0
H -4.8235 -2.6895 7.5487 -0.4 0.4 -0.3
H -3.4803 -3.4220 7.7595 0.4 0.0 0.4
C 1.8956 -2.5522 3.6613 -0.4 0.4 0.9
C 0.4888 -2.0603 4.1254 1.3 0.1 0.0
C 0.5849 -0.8308 5.1033 -1.1 -1.6 -0.4
O 1.0605 -1.1796 6.3803 0.3 -0.5 -0.1
C 0.2296 -2.1542 7.0818 1.3 1.5 0.0
N -0.3201 -1.7823 2.9845 -0.1 0.4 -0.8
H 2.4260 -1.7924 3.0873 -0.1 0.0 -0.4
H 1.8378 -3.5137 3.1510 -0.2 0.3 -0.4
H 2.5249 -2.7469 4.5297 0.0 0.1 0.3
H 0.0515 -2.9616 4.5551 -0.2 0.2 1.0
H -0.4034 -0.4019 5.2683 -0.6 -0.1 -0.3
H 1.1149 -0.0227 4.5991 0.8 -0.1 0.4
H 0.6298 -1.9854 8.0815 -0.5 -0.5 0.2
H 0.3783 -3.1908 6.7793 0.1 0.1 -0.2
H -0.8231 -1.8778 7.0226 -0.1 0.0 0.0
H -1.1385 -1.2373 3.2152 -0.1 0.0 0.1
H 0.1770 -1.2944 2.2531 0.0 0.3 -0.3
C -0.3141 -1.6608 -0.8924 0.9 0.6 -0.3
C -0.0335 -0.1486 -0.7063 -1.1 -0.4 0.8
C -1.3232 0.6619 -0.7876 0.0 -0.3 0.0
O -1.0500 2.0464 -0.6616 -0.9 0.8 -0.3
C -2.2452 2.8273 -0.4239 0.1 -0.1 -0.1
N 0.5213 0.0158 0.6513 0.1 0.4 -0.4
H -0.8356 -2.0964 -0.0401 -0.1 0.2 0.0
H 0.6775 -2.1106 -0.9416 0.0 -0.4 0.2
H -0.7962 -1.9503 -1.8261 -0.2 0.3 -0.1
H 0.6540 0.2532 -1.4505 0.1 -0.2 -0.3
H -2.0521 0.3839 -0.0263 0.1 -0.3 0.5
H -1.8133 0.4144 -1.7292 -0.1 0.3 -0.5
H -2.4614 2.8824 0.6430 0.1 0.0 0.1
H -3.1508 2.4837 -0.9237 0.2 -0.8 -0.1
H -2.1839 3.8321 -0.8418 0.8 0.2 0.2
H 1.5276 -0.0388 0.5838 0.6 -0.3 -0.1
H 0.4016 0.9932 0.8758 -0.2 0.4 0.3
C -4.0536 1.2913 -3.8046 1.2 1.1 0.1
C -3.8932 2.8658 -3.7582 0.9 -1.0 0.7
C -3.4465 3.5632 -5.0293 -0.5 -0.3 -1.3
O -3.7919 4.9321 -5.0192 0.3 0.6 -0.1
C -3.4449 5.5511 -6.2382 -0.1 0.6 -0.8
N -5.1901 3.2226 -3.2295 -0.7 0.6 -0.8
H -3.1173 0.7401 -3.8918 0.1 0.1 -0.4
H -4.7569 1.0067 -4.5871 0.1 0.0 -0.1
H -4.4674 0.9905 -2.8421 -0.1 0.1 -0.1
H -3.1060 3.1714 -3.0689 -0.1 -0.4 0.6
H -3.9111 3.1167 -5.9085 -0.4 -0.3 -0.3
H -2.3778 3.4903 -5.2308 0.4 -0.3 0.4
H -3.9844 5.1660 -7.1034 -0.5 -0.4 0.1
H -2.4052 5.4936 -6.5604 0.5 -0.5 0.6
H -3.6412 6.6232 -6.2530 -0.3 0.0 0.7
H -5.7760 2.7791 -3.9225 -1.0 -0.4 0.2
H -5.4310 4.1842 -3.4231 0.4 0.7 0.3
C -2.4708 -6.4448 3.6801 1.2 0.3 0.6
C -1.3048 -5.3949 3.5642 -1.7 -1.3 -0.2
C -0.1658 -5.9586 2.7223 -0.5 -0.1 -0.2
O 0.3474 -7.2094 3.2060 -0.1 1.4 -0.3
C 1.1627 -7.7895 2.2309 0.3 -1.7 -0.1
N -1.8905 -4.2538 2.8779 0.5 0.5 -0.3
H -3.1754 -6.0528 4.4136 -0.2 -0.2 -0.1
H -2.0986 -7.4119 4.0182 0.0 0.0 0.2
H -2.9654 -6.6079 2.7226 0.1 0.3 -0.1
H -0.9729 -5.0589 4.5465 0.3 -0.6 0.4
H 0.5915 -5.1918 2.5589 0.5 0.0 0.4
H -0.5707 -6.1218 1.7235 -0.3 -0.1 -0.2
H 2.1693 -7.3919 2.1017 0.0 0.7 0.1
H 0.6916 -7.9157 1.2560 -0.3 0.6 -0.2
H 1.3250 -8.8298 2.5127 0.0 -0.1 0.4
H -1.2264 -3.4972 2.9592 0.7 0.4 -0.9
H -2.5988 -3.7975 3.4349 -0.7 -0.5 0.3
C 3.3831 4.9804 -0.1549 0.0 -0.8 -1.1
O 3.9184 3.6475 -0.2616 0.3 0.8 0.3
C 3.9941 2.9337 0.9505 -1.0 -0.7 0.7
C 4.6791 1.5785 0.8232 0.2 0.2 -2.5
N 4.0087 0.6123 -0.1010 -0.2 -0.2 2.2
C 4.7576 -0.6626 -0.2182 -1.1 1.7 -0.2
C 3.9046 -1.6335 -0.9908 0.7 0.2 0.6
O 3.7575 -1.1435 -2.2860 -0.7 -1.0 -1.4
C 2.9491 -2.0484 -3.0774 0.2 0.3 0.0
H 2.5552 5.1148 0.5412 0.3 -0.3 0.7
H 2.8936 5.1513 -1.1137 0.2 0.1 -0.3
H 4.1735 5.7250 -0.0605 0.0 0.0 0.4
H 2.9682 2.7295 1.2568 -0.3 0.1 0.4
H 4.5020 3.5165 1.7190 0.1 0.1 0.1
H 4.8840 1.1081 1.7849 -0.2 0.1 0.0
H 5.6203 1.8512 0.3460 0.8 -0.2 0.3
H 3.7813 1.0031 -1.0041 -0.1 0.1 0.3
H 4.9580 -1.0498 0.7809 0.2 0.0 0.0
H 5.6720 -0.4174 -0.7584 0.5 -0.6 0.0
H 2.9280 -1.7154 -0.5135 -0.2 -0.2 0.2
H 4.4283 -2.5888 -0.9554 -0.2 -0.5 -0.3
H 2.9402 -1.7694 -4.1311 0.1 0.5 0.2
H 1.9202 -2.1122 -2.7233 -0.1 0.2 0.1
H 3.3185 -3.0738 -3.0919 0.4 -0.1 0.4
C 0.9323 3.1535 -5.9508 1.2 -1.1 -0.2
O 1.4535 2.0603 -5.1497 -0.7 0.7 -1.7
C 0.7285 1.8762 -3.9604 0.3 -0.1 -0.5
C 1.3373 2.7523 -2.9407 0.8 0.3 1.4
N 2.5664 2.2690 -2.2916 0.2 -0.2 -0.1
C 3.7159 1.8978 -3.1378 -1.8 -0.6 -1.3
C 4.3534 3.0069 -4.0061 0.0 -1.2 1.5
O 4.9789 3.8170 -3.0384 0.4 1.4 0.1
C 5.2718 5.1346 -3.4743 -0.1 -0.2 0.1
H 0.7887 4.1065 -5.4415 0.0 -0.1 0.5
H 0.0256 2.8611 -6.4803 -0.3 -0.1 0.2
H 1.7083 3.3048 -6.7011 -0.1 0.1 -0.1
H 0.7655 0.8217 -3.6871 0.1 -0.1 0.1
H -0.3177 2.1429 -4.1104 -0.3 0.0 0.0
H 0.5419 2.8598 -2.2032 0.4 0.4 0.6
H 1.6203 3.7144 -3.3676 -0.8 0.4 -0.4
H 2.9126 2.9978 -1.6840 -0.2 -0.1 0.3
H 3.2886 1.1247 -3.7765 0.4 -0.1 -0.4
H 4.4109 1.3353 -2.5143 0.5 0.6 -0.3
H 3.6098 3.5132 -4.6216 -0.1 0.3 0.1
H 5.1068 2.5643 -4.6578 0.1 -0.1 -0.3
H 4.3742 5.7522 -3.5073 -0.4 -0.1 -0.4
H 5.7651 5.1060 -4.4458 0.0 0.2 -0.2
H 5.9028 5.6732 -2.7673 0.3 -0.5 0.2
C -8.5388 5.2384 1.6847 0.5 -0.6 -0.2
O -7.3864 4.9513 0.8626 -0.3 1.1 0.7
C -6.7544 6.1868 0.4842 -0.2 -0.4 -1.1
C -5.5114 5.9338 -0.4082 -1.2 1.4 0.6
N -5.1722 7.2384 -1.1139 -1.3 -2.0 2.1
C -4.1191 6.9435 -2.0079 1.4 1.5 -0.5
C -3.8262 8.2149 -2.8079 -0.4 -1.0 -1.2
O -4.8817 8.4600 -3.7754 1.3 -0.2 0.5
C -4.2851 9.3005 -4.7377 -1.7 0.1 -0.7
H -9.2687 5.8552 1.1604 0.0 0.1 -0.1
H -8.2707 5.7059 2.6322 0.3 0.4 0.0
H -9.0306 4.3110 1.9782 0.2 -0.2 -0.4
H -6.5574 6.8682 1.3118 0.4 -0.4 0.5
H -7.4714 6.7525 -0.1109 -0.2 0.1 -0.3
H -5.7759 5.1953 -1.1651 0.1 -0.4 0.1
H -4.7018 5.5771 0.2286 0.3 0.1 -0.3
H -5.9827 7.3499 -1.7061 -0.4 0.6 -0.1
H -4.3679 6.0740 -2.6163 0.3 0.1 -0.7
H -3.2003 6.7157 -1.4674 0.1 -0.1 0.2
H -2.9180 8.0771 -3.3946 0.3 -0.2 0.1
H -3.6878 9.1404 -2.2489 -0.1 -0.2 0.7
H -5.0439 9.4418 -5.5073 0.0 0.2 -0.1
H -3.4370 8.8447 -5.2486 0.4 0.0 0.3
H -4.0644 10.2731 -4.2977 0.4 0.1 -0.1
C 0.0891 0.1255 -7.7807 1.1 0.8 -0.1
O -0.0146 -1.1772 -7.3045 -0.7 -1.2 -1.6
C -0.1657 -1.2229 -5.9385 -0.3 0.2 2.0
C -0.6366 -2.5647 -5.3282 0.9 0.9 0.2
N 0.5400 -3.4270 -5.2610 0.0 1.3 0.0
C 0.2829 -4.7867 -4.9123 -1.6 -1.1 0.0
C -0.3707 -5.1098 -3.5411 1.8 0.5 0.4
O 0.6394 -5.0146 -2.5159 -0.2 0.5 -0.2
C 0.1491 -5.1756 -1.2107 -0.6 -0.1 0.3
H 1.0198 0.5563 -7.4115 -0.1 0.4 0.7
H -0.7684 0.7385 -7.5030 -0.1 0.1 0.1
H 0.2675 0.2317 -8.8508 -0.6 -0.9 -0.2
H -0.8281 -0.4346 -5.5809 -0.6 0.2 -0.2
H 0.7833 -0.9488 -5.4777 0.4 -0.2 0.3
H -1.4931 -2.9802 -5.8590 -0.1 -0.2 -0.4
H -0.9825 -2.3687 -4.3133 -0.1 0.2 0.1
H 0.8354 -3.3907 -6.2261 0.8 -0.5 -0.1
H 1.1711 -5.3802 -5.1288 -0.1 -0.1 0.4
H -0.5053 -5.1016 -5.5963 -0.2 -0.8 -0.4
H -0.7519 -6.1304 -3.5078 -0.1 -0.2 -0.4
H -1.2059 -4.4446 -3.3219 -0.1 0.2 0.0
H 0.9512 -5.0919 -0.4774 0.2 -0.3 -0.3
H -0.4023 -6.1099 -1.1055 0.3 -0.6 0.1
H -0.5979 -4.4571 -0.8733 -0.1 0.7 -0.4
C 0.4617 3.7966 2.6086 -0.1 -0.6 1.0
O -0.7986 3.3965 3.1898 0.7 0.8 0.2
C -0.9420 3.6103 4.6322 -0.9 -0.9 -1.2
C -2.4692 3.7268 4.9464 0.8 1.4 -0.6
N -3.0991 5.0303 4.6514 -0.3 -0.3 0.7
C -3.1372 5.5516 3.2904 -0.8 -0.2 0.0
C -3.8143 6.9227 3.0974 0.8 -0.3 0.4
O -2.8187 7.8879 3.3764 0.9 -0.1 0.5
C -3.1911 9.1980 3.6932 -1.0 0.0 -0.5
H 0.7204 4.8497 2.7189 -0.6 0.4 0.0
H 0.5237 3.5109 1.5586 -0.5 0.0 0.0
H 1.2893 3.2889 3.1040 0.1 -0.3 0.2
H -0.3135 4.4231 4.9961 -0.3 0.4 -0.2
H -0.6092 2.7148 5.1570 0.3 -0.3 -0.1
H -2.5594 3.4607 5.9995 -0.3 0.4 0.2
H -3.0341 2.9582 4.4189 0.3 -0.2 -0.3
H -3.0571 5.7127 5.3948 0.3 0.0 -0.3
H -3.7695 4.8794 2.7104 0.1 -0.4 -0.2
H -2.1512 5.5570 2.8257 0.1 0.3 -0.2
H -4.7207 7.0483 3.6897 0.0 0.0 0.6
H -4.1741 7.0108 2.0723 0.3 0.1 -0.4
H -3.7632 9.5998 2.8570 -0.2 0.4 -0.1
H -2.3350 9.8512 3.8619 0.2 -0.4 -0.1
H -3.8332 9.2298 4.5734 -0.1 0.0 0.2
C -4.1872 -2.8961 -4.9066 0.4 1.2 -1.0
O -3.6975 -3.1390 -3.6506 -0.3 -1.5 2.3
C -4.2008 -2.2315 -2.6466 0.9 -0.2 0.0
C -3.8823 -2.7633 -1.2147 -0.6 -0.7 -3.0
N -4.8000 -3.8934 -0.8960 0.8 2.1 1.7
C -4.3978 -4.3029 0.4618 -0.6 -1.2 -0.1
C -5.3745 -5.2879 1.0692 0.3 -1.0 -1.0
O -5.1615 -6.6001 0.4605 -0.8 -0.2 0.3
C -5.9981 -7.6540 1.0164 0.6 1.1 -0.1
H -5.2736 -2.8316 -4.9677 -0.2 0.0 0.1
H -3.8315 -3.5967 -5.6621 0.0 -0.4 0.4
H -3.7170 -1.9478 -5.1669 -0.5 0.6 -0.8
H -5.2614 -2.0205 -2.7832 -0.3 -0.4 0.1
H -3.7067 -1.2846 -2.8639 0.2 0.3 0.4
H -3.8958 -1.9076 -0.5397 -0.7 -0.3 0.4
H -2.8351 -3.0650 -1.2330 0.3 -0.3 0.0
H -4.8322 -4.6323 -1.5838 0.6 0.0 0.0
H -4.3887 -3.4446 1.1337 -0.1 0.3 -0.2
H -3.4007 -4.7404 0.5109 0.3 0.0 -0.1
H -6.3636 -4.9281 0.7857 -0.4 -0.1 0.4
H -5.2190 -5.3596 2.1457 -0.2 0.0 0.2
H -7.0612 -7.4150 0.9875 -0.1 0.4 0.1
H -5.6825 -7.8042 2.0489 -0.2 -0.2 0.2
H -5.9026 -8.5841 0.4561 0.5 0.2 -0.1
C 0.1819 5.8938 -1.7426 -1.1 1.3 0.6
O -0.6650 6.8203 -0.9812 0.1 -2.1 -2.9
C -0.1306 7.3479 0.1599 0.0 -0.5 0.5
C -1.0745 8.4427 0.5315 -0.8 -0.4 1.4
N -1.0834 9.4571 -0.4241 1.0 2.8 -1.2
C -2.0433 10.5457 -0.1840 0.7 -1.5 -0.2
C -2.1100 11.5842 -1.2650 0.2 0.5 0.5
O -2.7035 12.7343 -0.7008 -0.3 1.1 -0.2
C -4.1073 12.6938 -0.5927 -0.1 -0.4 0.8
H -0.5008 5.5358 -2.5132 0.4 -0.1 -0.2
H 0.5866 5.0435 -1.1936 -0.3 0.0 0.5
H 1.0290 6.4574 -2.1336 0.0 0.0 -0.3
H 0.8743 7.7194 -0.0409 0.3 0.3 0.2
H -0.0992 6.5259 0.8750 0.2 0.2 0.7
H -0.8338 8.7689 1.5433 0.2 0.5 0.1
H -2.1240 8.1516 0.5763 -0.2 -1.3 0.6
H -1.0029 9.1048 -1.3672 -0.4 0.1 0.0
H -1.7776 11.0266 0.7574 0.1 0.1 0.0
H -3.0559 10.1563 -0.0780 -0.4 -0.3 0.3
H -2.6905 11.2239 -2.1142 0.0 0.0 -0.3
H -1.1187 11.9136 -1.5766 0.0 -0.2 -0.1
H -4.4042 12.0316 0.2206 -0.1 -0.8 -0.2
H -4.5497 12.4046 -1.5460 -0.3 0.0 0.0
H -4.5396 13.6141 -0.2001 0.6 0.6 -0.7
C 8.1469 -1.0986 1.4743 0.3 0.8 -1.1
O 7.1310 -1.2003 2.3946 -1.0 0.3 1.1
C 7.4403 -1.9266 3.5713 -0.8 -0.6 -0.5
C 6.3019 -1.8223 4.5976 1.3 0.4 -0.8
N 6.2122 -0.4780 5.0892 -0.4 0.6 1.3
C 5.2990 -0.3624 6.2333 -1.1 0.8 -0.7
C 5.1347 1.1177 6.5743 1.0 0.3 0.7
O 4.7368 1.9894 5.5233 0.9 0.3 -0.8
C 3.5111 1.6420 4.8982 0.5 -0.3 1.0
H 8.5794 -2.0342 1.1198 -0.2 -0.5 0.1
H 8.9766 -0.4690 1.7959 0.1 0.1 0.3
H 7.6674 -0.5906 0.6376 0.3 -0.1 -0.3
H 8.3804 -1.5953 4.0123 0.1 0.1 0.1
H 7.5100 -2.9551 3.2170 0.4 -0.5 0.5
H 6.6452 -2.4486 5.4210 -0.4 -0.3 0.1
H 5.3477 -2.1392 4.1766 -0.1 -0.6 -0.1
H 5.8700 0.1638 4.3883 0.2 0.0 -0.3
H 5.6287 -0.9536 7.0877 0.3 0.2 0.1
H 4.2763 -0.6808 6.0318 -0.2 -0.8 -0.4
H 6.1419 1.3792 6.8986 0.1 0.8 -0.4
H 4.5117 1.3624 7.4346 -0.4 -0.7 0.2
H 2.8446 1.5041 5.7496 -0.8 -0.5 -0.4
H 3.6690 0.7557 4.2836 -0.5 -0.4 0.1
H 3.1142 2.4175 4.2432 0.5 0.3 0.2
C -6.0694 2.7797 2.7585 0.4 -0.2 -0.5
O -5.6596 1.6525 1.9585 0.3 -0.3 0.3
C -5.6704 1.8709 0.5513 -1.3 1.7 -1.0
C -5.8922 0.6460 -0.3520 -0.3 0.9 1.6
N -7.0978 0.0524 0.1937 0.3 -1.0 -0.3
C -7.1738 -1.3638 -0.0903 -0.9 -0.7 0.4
C -8.0258 -2.0525 0.9790 -0.4 -0.5 0.0
O -7.3108 -2.1515 2.2096 0.8 -0.2 0.6
C -7.7136 -3.0984 3.2161 -1.1 0.8 -0.8
H -5.9981 2.5545 3.8226 0.3 -0.5 -0.1
H -7.1009 3.0942 2.6000 0.0 -0.2 -0.5
H -5.4018 3.6171 2.5556 -0.1 0.2 0.0
H -4.9219 2.5524 0.1470 0.9 -0.3 0.5
H -6.5472 2.4873 0.3532 -0.5 0.0 0.0
H -5.0311 -0.0214 -0.3851 0.2 -0.3 0.2
H -6.0860 0.9749 -1.3729 0.1 0.3 0.0
H -7.0958 0.1418 1.1998 0.3 0.2 0.2
H -6.2368 -1.9126 -0.1857 0.5 0.2 0.4
H -7.6200 -1.5307 -1.0706 -0.5 0.0 -0.1
H -8.3664 -3.0231 0.6182 0.4 -0.5 0.0
H -8.9599 -1.5093 1.1223 -0.1 0.4 0.2
H -8.7060 -2.8526 3.5940 -0.5 0.1 -0.2
H -7.1235 -3.0287 4.1299 0.7 0.0 -0.6
H -7.7730 -4.1114 2.8182 0.3 -0.1 0.0
C 3.4544 -6.2340 -3.4849 0.8 -0.9 0.1
O 4.8878 -6.5192 -3.4316 -1.6 -0.1 0.6
C 5.0854 -7.9336 -3.4695 0.9 0.1 -0.4
C 6.5521 -8.2968 -3.1296 0.7 -0.5 -0.7
N 7.4906 -8.2615 -4.2637 -1.7 0.5 -0.9
C 7.6208 -6.9382 -4.8761 0.6 -0.4 1.1
C 8.5310 -6.9022 -6.0823 -0.1 -0.5 -0.2
O 9.8212 -7.2476 -5.6483 0.6 0.3 1.2
C 10.7911 -7.5179 -6.5967 0.8 -0.4 -0.8
H 3.2579 -5.2135 -3.1560 0.1 -0.2 -0.2
H 2.8887 -6.9544 -2.8941 0.2 0.2 0.9
H 3.0178 -6.4842 -4.4517 0.4 0.6 -0.7
H 4.7736 -8.2423 -4.4673 0.3 -0.5 -0.2
H 4.4503 -8.4850 -2.7762 -0.3 0.3 0.4
H 6.6403 -9.2994 -2.7112 -0.5 -0.2 -0.2
H 6.8510 -7.6843 -2.2789 0.1 0.7 0.1
H 8.3543 -8.7848 -4.2469 -0.2 0.2 0.6
H 8.0697 -6.3117 -4.1053 0.5 0.6 0.0
H 6.6595 -6.4411 -5.0061 -0.2 -0.5 -0.6
H 8.4592 -5.8989 -6.5021 0.3 0.2 -0.2
H 8.3423 -7.6442 -6.8581 -1.0 0.0 -0.2
H 11.0504 -6.6953 -7.2632 -0.1 0.5 0.2
H 10.5816 -8.3367 -7.2850 -0.8 -0.3 0.0
H 11.7037 -7.8609 -6.1092 -0.1 0.3 0.4
C 9.0467 -9.1549 4.3049 -0.8 0.4 0.4
O 8.5813 -8.2239 3.2916 0.1 -2.0 0.8
C 9.6139 -7.5909 2.6034 0.9 1.1 0.3
C 9.1167 -6.8984 1.3393 -0.4 0.8 0.0
N 8.0785 -5.8727 1.5608 -0.7 -0.3 0.2
C 7.4498 -5.3435 0.3328 1.1 -0.4 0.4
C 6.1782 -4.5529 0.5832 -0.2 -0.9 1.6
O 5.4260 -5.1977 1.6725 0.0 -0.1 -1.2
C 4.2392 -4.5001 1.9807 0.1 0.6 0.0
H 9.6641 -8.7215 5.0917 0.0 0.8 -0.1
H 9.6265 -10.0408 4.0455 0.0 0.1 -1.2
H 8.1655 -9.5406 4.8175 -0.2 0.2 -0.2
H 10.4496 -8.2435 2.3509 -0.2 -0.6 -0.4
H 10.0844 -6.9145 3.3170 0.0 0.7 -0.1
H 8.7954 -7.6993 0.6734 -0.2 -0.1 -0.4
H 9.9047 -6.3276 0.8481 0.5 -0.5 0.0
H 7.2917 -6.3363 1.9921 0.0 0.0 0.7
H 7.2744 -6.1719 -0.3535 -0.4 -0.1 -0.3
H 8.1442 -4.6784 -0.1807 0.1 0.1 -0.1
H 5.6598 -4.5619 -0.3756 -0.6 0.2 0.1
H 6.3588 -3.5428 0.9509 0.2 0.3 -0.3
H 3.6384 -4.9652 2.7623 0.4 -0.6 -0.1
H 3.5906 -4.3508 1.1176 -0.1 -0.1 -0.3
H 4.4830 -3.5132 2.3741 0.1 0.4 0.0
```
Forces are in eV/Å.

## Properties
Frontier orbital gap: 8.38 eV
E: -6315.4338 a.u.
Largest force on an atom: 3.6 eV Å⁻¹
Relative energy (zero: lowest compared OMol25 entry of this formula, charge and spin): 83.0 kcal per mole